9
Properties=species:S:1:pos:R:3:lowdin_charge:R:1 method="wB97M-V/def2-TZVPD" charge=0 e_homo_ev="-8.47 / -7.11" total_energy_ev=-27787.5045 spin_multiplicity=1 gap_ev="5.4 / 3.7"
C 1.55 0.74 0.40 -0.328
C 0.94 -0.43 -0.24 -0.088
C -1.36 -1.04 0.40 -0.441
N 1.11 1.48 1.27 0.168
N -0.27 -0.78 -0.04 0.006
S -2.97 -0.72 0.10 0.385
S -3.11 0.89 -1.02 0.070
H 2.56 0.91 -0.01 0.108
H 1.56 -1.05 -0.86 0.121


42
Properties=species:S:1:pos:R:3:lowdin_charge:R:1 method="wB97M-V/def2-TZVPD" charge=0 e_homo_ev=-6.76 total_energy_ev=-50782.5750 spin_multiplicity=1 gap_ev=5.8
C 0.51 2.46 -4.22 -0.092
B -0.69 1.42 -3.95 -0.520
O -1.34 0.79 -5.00 0.034
Al -1.35 1.02 -1.96 0.336
C -0.30 -0.45 -1.03 -0.272
C -1.05 -1.10 0.20 -0.260
C -0.05 -1.20 1.37 -0.218
C -0.54 -2.08 2.56 -0.157
C 0.43 -3.21 2.92 -0.181
O 0.75 -3.94 1.72 -0.019
C 2.09 -4.12 1.53 -0.551
C 3.07 -2.96 1.43 0.010
O 2.49 -5.21 1.43 0.157
C -1.52 2.79 -0.88 -0.778
Cl -3.23 2.88 -0.17 0.356
C -0.33 3.08 0.18 -1.034
C -0.66 2.51 1.68 -0.201
Cl 1.32 2.60 -0.40 0.640
H 0.24 3.14 -5.05 0.053
H 0.65 3.05 -3.30 0.000
H 1.44 1.90 -4.40 0.059
H -0.78 0.78 -5.79 0.086
H -2.86 0.46 -2.11 -0.041
H -0.21 -1.27 -1.77 0.051
H 0.73 -0.20 -0.74 0.013
H -1.33 -2.12 -0.07 0.105
H -1.94 -0.50 0.46 0.079
H 0.17 -0.20 1.79 0.087
H 0.89 -1.55 0.94 0.078
H -1.48 -2.55 2.25 0.112
H -0.78 -1.46 3.43 0.108
H -0.07 -3.88 3.63 0.123
H 1.34 -2.86 3.42 0.119
H 2.73 -2.08 1.99 0.066
H 3.27 -2.67 0.40 0.096
H 3.99 -3.30 1.91 0.089
H -1.47 3.64 -1.65 0.054
H -0.29 4.24 0.33 -0.298
H -1.01 3.38 2.34 0.000
H 0.23 2.10 2.17 0.064
H -1.41 1.72 1.65 0.063
Cs -1.65 4.96 0.76 1.586


55
Properties=species:S:1:pos:R:3:lowdin_charge:R:1 method="wB97M-V/def2-TZVPD" charge=-2 e_homo_ev="-0.67 / -0.66" total_energy_ev=-333264.6401 spin_multiplicity=1 gap_ev="4.6 / 4.6"
Ti -0.53 0.16 -0.25 0.510
C -2.90 1.39 2.16 -0.084
C -2.71 2.20 0.91 -0.371
C -3.64 3.14 0.53 -0.055
C -3.43 3.90 -0.64 -0.090
C -2.26 3.77 -1.33 -0.037
C -1.31 2.84 -0.86 -0.215
N -1.58 2.00 0.20 0.003
C 0.02 2.71 -1.36 -0.243
C 0.73 3.56 -2.19 -0.035
C 2.09 3.34 -2.41 -0.117
C 2.73 2.25 -1.80 -0.042
C 2.00 1.40 -0.99 -0.258
N 0.66 1.60 -0.82 -0.062
C 2.46 0.30 -0.20 -0.214
C 3.77 -0.20 -0.25 -0.042
C 4.16 -1.14 0.66 -0.087
C 3.25 -1.52 1.65 -0.049
C 1.96 -1.04 1.65 -0.310
C 1.07 -1.40 2.80 -0.113
N 1.51 -0.20 0.67 0.062
H -2.97 2.06 3.03 0.083
H -2.06 0.71 2.32 0.035
H -3.80 0.78 2.12 0.063
H -4.53 3.27 1.13 0.103
H -4.19 4.59 -0.98 0.092
H -2.06 4.34 -2.23 0.103
H 0.23 4.41 -2.65 0.106
H 2.65 4.01 -3.04 0.080
H 3.79 2.11 -1.93 0.098
H 4.45 0.17 -1.01 0.098
H 5.16 -1.56 0.64 0.095
H 3.54 -2.20 2.45 0.108
H 1.66 -1.37 3.72 0.085
H 0.67 -2.42 2.72 -0.013
H 0.23 -0.72 2.90 0.045
Se -3.11 -2.08 4.66 -0.461
Sb -2.67 -3.67 2.88 -0.006
Se -1.29 -1.86 0.85 0.032
Se -2.96 -0.81 -0.40 0.148
Se -0.64 -4.95 3.39 -0.444
Cl -1.64 3.12 -6.47 0.571
C -1.21 1.91 -5.27 -0.687
C -2.21 1.17 -4.65 -0.121
C -1.86 0.24 -3.69 -0.062
C -0.53 0.03 -3.29 -0.305
C -0.18 -0.86 -2.17 -0.243
C 0.45 0.76 -3.99 -0.062
C 0.12 1.69 -4.96 -0.132
H -3.24 1.33 -4.92 0.096
H -2.64 -0.35 -3.21 0.059
H 0.89 -1.10 -2.19 0.057
H -0.78 -1.76 -2.14 0.020
H 1.49 0.59 -3.75 0.106
H 0.90 2.26 -5.46 0.097


16
Properties=species:S:1:pos:R:3:lowdin_charge:R:1 method="wB97M-V/def2-TZVPD" charge=0 e_homo_ev=-11.17 total_energy_ev=-4341.7378 spin_multiplicity=1 smiles=CC.CC gap_ev=12.4
C 1.37 0.51 -1.39 -0.166
C 0.95 1.54 -0.37 -0.188
H 1.73 0.93 -2.32 0.058
H 2.11 -0.20 -1.00 0.067
H 0.60 -0.19 -1.73 0.054
H 0.92 1.38 0.70 0.054
H -0.13 1.80 -0.44 0.059
H 1.45 2.44 -0.71 0.060
C -1.06 -1.77 0.95 -0.177
C -1.22 -0.27 0.82 -0.186
H -0.06 -2.16 1.18 0.061
H -1.61 -2.05 1.88 0.073
H -1.39 -2.40 0.15 0.057
H -0.77 0.29 1.64 0.067
H -0.98 0.13 -0.15 0.017
H -2.33 -0.04 0.92 0.092


30
Properties=species:S:1:pos:R:3:lowdin_charge:R:1 method="wB97M-V/def2-TZVPD" charge=0 e_homo_ev="-7.05 / -8.61" total_energy_ev=-31855.1990 spin_multiplicity=1 gap_ev="5.3 / 9.0"
C -3.06 -0.31 0.45 -0.088
C -4.04 -0.48 -0.48 -0.621
C -1.85 1.79 -0.04 -0.481
C -1.66 0.17 -0.06 -0.241
C -0.49 -0.07 0.78 -0.298
C -0.78 0.14 2.19 -0.103
C 2.56 0.28 1.10 -0.156
C 1.27 0.45 -1.76 -0.147
C 1.29 -2.23 -0.34 -0.170
N -2.14 2.30 -1.23 0.198
O -1.79 2.42 1.01 0.048
Si 1.18 -0.37 -0.06 0.601
S -5.54 -1.11 0.04 0.629
H -3.33 -0.53 1.53 0.120
H -4.10 -0.26 -1.46 -0.003
H -1.41 0.09 -1.15 0.122
H 0.20 0.00 2.71 0.073
H -1.39 -0.66 2.60 0.080
H -1.10 1.21 2.10 0.088
H 3.47 -0.06 0.74 0.003
H 2.39 1.28 1.32 0.002
H 2.43 -0.09 2.15 0.046
H 0.53 -0.02 -2.42 0.043
H 1.13 1.44 -1.71 -0.014
H 2.23 0.43 -2.08 -0.008
H 0.96 -2.93 0.36 0.009
H 0.73 -2.66 -1.21 0.059
H 2.22 -2.63 -0.38 -0.019
H -1.88 1.88 -2.05 0.078
H -2.55 3.25 -1.15 0.152


14
Properties=species:S:1:pos:R:3:lowdin_charge:R:1 method="wB97M-V/def2-TZVPD" charge=+1 e_homo_ev=-15.03 total_energy_ev=-9279.5784 spin_multiplicity=1 smiles="C=NC(=O)[N+](=C)C" gap_ev=9.3
C 0.07 1.03 0.11 -0.518
C 0.63 1.03 -2.29 0.106
C 0.82 -1.33 0.35 0.232
C -1.15 -0.50 1.63 0.032
N -0.07 -0.41 0.61 -0.064
N -0.01 0.99 -1.20 0.129
O 0.00 1.96 0.80 0.210
H 0.13 1.08 -3.19 0.067
H 1.83 0.99 -2.36 0.156
H 0.54 -2.33 0.59 0.126
H 1.46 -0.98 -0.49 0.132
H -1.90 0.24 1.15 0.148
H -1.53 -1.56 1.65 0.121
H -0.83 -0.21 2.65 0.123